Entry 1:
DFT (ωB97M-V/def2-TZVPD) results for a 8-piece molecular cluster, C12H39N12O10 overall in a non-equilibrium geometry.

Values from the calculation:
Largest force on an atom   2.8 eV/A
Total charge   -1
Highest occupied orbital energy   -3.881 eV
E   -1890.354055 Ha
Frontier orbital gap   6.0 eV

Cartesian coordinates (Å):
N: -8.22 -3.52 20.72
H: -7.50 -3.16 21.38
H: -7.78 -3.99 19.92
H: -8.85 -2.76 20.42
H: -8.85 -4.19 21.18
C: -5.54 -3.55 22.47
O: -6.37 -2.56 22.42
O: -4.82 -3.75 23.49
O: -5.42 -4.31 21.43
C: -14.16 -6.42 18.74
O: -14.07 -5.52 17.63
C: -14.23 -4.13 17.88
C: -13.35 -3.45 16.82
N: -12.00 -3.12 17.29
C: -11.71 -1.72 17.67
C: -10.31 -1.58 18.30
O: -10.20 -2.20 19.60
C: -11.32 -2.02 20.50
H: -13.48 -5.98 19.48
H: -13.70 -7.35 18.40
H: -15.13 -6.50 19.22
H: -13.75 -3.98 18.86
H: -15.25 -3.74 17.84
H: -13.77 -2.46 16.57
H: -13.37 -4.00 15.88
H: -11.58 -3.69 18.01
H: -12.55 -1.26 18.20
H: -11.58 -1.11 16.78
H: -10.17 -0.52 18.53
H: -9.49 -2.06 17.77
H: -12.00 -2.85 20.24
H: -11.84 -1.07 20.37
H: -10.91 -2.11 21.50
C: -7.27 -7.65 20.82
O: -8.31 -8.33 20.67
N: -7.24 -6.53 21.53
N: -6.03 -8.03 20.41
H: -8.13 -6.20 21.87
H: -6.44 -5.94 21.29
H: -5.24 -7.40 20.38
H: -6.08 -8.83 19.81
C: -6.19 -4.12 17.72
O: -7.38 -4.11 18.06
N: -5.19 -4.25 18.63
N: -5.73 -3.97 16.47
H: -5.36 -4.37 19.63
H: -4.27 -4.28 18.22
H: -4.76 -4.20 16.32
H: -6.34 -4.08 15.68
C: -8.33 0.86 22.19
O: -9.06 1.82 21.92
N: -7.48 0.84 23.24
N: -8.27 -0.32 21.52
H: -7.45 1.59 23.91
H: -6.96 0.03 23.53
H: -7.66 -1.04 21.86
H: -8.85 -0.54 20.73
C: -10.95 -5.01 22.64
O: -9.76 -4.90 22.32
N: -11.81 -5.55 21.77
N: -11.55 -4.66 23.79
H: -11.44 -5.88 20.90
H: -12.81 -5.48 21.83
H: -10.96 -4.20 24.49
H: -12.53 -4.75 23.93
C: -8.81 -3.69 25.05
O: -9.94 -3.90 25.53
N: -8.68 -2.67 24.17
N: -7.73 -4.47 25.18
H: -7.78 -2.62 23.70
H: -9.38 -1.96 24.25
H: -7.72 -5.24 25.81
H: -6.93 -4.28 24.59

These are the Mulliken partial charges, in e, on atoms 1 to 2: 0.951 0.269



Entry 2:
DFT (ωB97M-V/def2-TZVPD) results for C22H16Br6F2O8 as an isolated structure in a non-equilibrium geometry.

Values from the calculation:
Largest force on an atom   3.9 eV/A
Total charge   0
Highest occupied orbital energy   -9.564 eV
E   -17093.623609 Ha
Frontier orbital gap   8.3 eV

Cartesian coordinates (Å):
C: -0.61 3.10 4.59
C: 0.64 2.45 5.17
O: 1.26 2.22 3.96
C: 0.41 2.13 2.97
O: 0.61 1.79 1.83
O: -0.76 2.53 3.37
F: 0.28 1.20 5.71
H: -0.61 4.18 4.40
H: -1.52 2.93 5.17
H: 1.21 3.06 5.86
C: 1.78 -1.21 1.47
C: 0.66 -1.46 0.47
O: -0.35 -2.04 1.20
C: -0.21 -1.68 2.50
O: -1.12 -1.62 3.31
O: 1.10 -1.37 2.72
F: 1.19 -2.29 -0.40
H: 2.31 -0.27 1.36
H: 2.58 -1.94 1.29
H: 0.36 -0.50 0.06
C: -3.14 -0.11 0.91
C: -3.77 1.12 0.85
C: -3.63 1.86 -0.34
C: -2.90 1.42 -1.43
C: -2.39 0.12 -1.42
C: -2.58 -0.65 -0.23
C: -1.55 -0.43 -2.57
O: -1.18 -1.62 -2.53
C: -0.98 0.56 -3.45
C: 0.09 0.24 -4.36
C: 0.55 1.22 -5.30
C: 0.10 2.53 -5.36
C: -0.94 2.88 -4.45
C: -1.51 1.87 -3.57
C: -2.65 2.32 -2.65
O: -3.17 3.46 -2.84
H: -3.25 -0.79 1.75
H: -4.12 1.57 1.76
H: -4.16 2.80 -0.40
H: -2.24 -1.67 -0.22
H: 0.46 -0.77 -4.44
H: 1.17 0.82 -6.09
H: 0.23 3.28 -6.12
H: -1.37 3.87 -4.47
C: 1.98 -2.69 -3.26
Br: 2.96 -4.29 -2.56
Br: 2.28 -2.57 -5.21
Br: 3.09 -1.22 -2.40
H: 0.97 -2.67 -2.85
C: 4.45 -4.84 3.18
Br: 4.67 -3.63 1.61
Br: 3.17 -4.06 4.51
Br: 6.18 -5.38 4.11
H: 3.99 -5.77 2.83

These are the natural (NBO) partial charges, in e, on atoms 1 to 2: -0.139 0.436



Entry 3:
DFT (ωB97M-V/def2-TZVPD) results for the molecule C6H10O in a non-equilibrium geometry.

Values from the calculation:
SMILES   O[C@@H]1C=CCCC1
Largest force on an atom   4.0 eV/A
Total charge   0
Highest occupied orbital energy   -9.523 eV
E   -309.782211 Ha
Frontier orbital gap   10.4 eV

Cartesian coordinates (Å):
O: -0.51 -0.26 2.12
C: -1.11 -0.26 0.84
C: -0.75 -1.36 -0.17
C: 0.29 -1.34 -1.01
C: 1.23 -0.18 -1.15
C: 0.89 0.90 -0.10
C: -0.60 1.02 0.25
H: -0.46 0.78 2.24
H: -2.21 -0.25 0.94
H: -1.46 -2.17 -0.23
H: 0.47 -2.20 -1.66
H: 1.15 0.22 -2.17
H: 2.28 -0.49 -1.04
H: 1.37 0.63 0.84
H: 1.23 1.88 -0.42
H: -0.61 1.77 1.34
H: -1.21 1.32 -0.63

These are the natural (NBO) partial charges, in e, on atoms 1 to 2: -0.709 0.022



Entry 4:
DFT (ωB97M-V/def2-TZVPD) results for a 3-piece molecular cluster, CH10N5 overall in a non-equilibrium geometry.

Values from the calculation:
Largest force on an atom   3.3 eV/A
Total charge   +1
Highest occupied orbital energy   -12.839 eV
E   -317.474195 Ha
Frontier orbital gap   9.7 eV

Cartesian coordinates (Å):
C: -0.43 -1.22 -0.12
N: 3.30 -0.15 -0.24
N: 1.02 0.49 0.74
N: 0.26 -0.45 0.36
N: -2.86 -0.23 -0.44
N: -2.29 0.78 0.42
H: -1.22 -1.93 -0.23
H: 3.53 -0.76 -1.09
H: 3.86 0.68 -0.25
H: 0.66 1.37 0.53
H: 2.03 0.48 0.22
H: -2.34 -0.35 -1.35
H: -3.94 -0.33 -0.52
H: -2.46 1.82 0.24
H: -2.75 0.59 1.26
H: 3.60 -0.78 0.47

These are the natural (NBO) partial charges, in e, on atoms 1 to 2: 0.276 -1.049



Entry 5:
DFT (ωB97M-V/def2-TZVPD) results for an isolated ion of composition C5H11BN and charge +1 in a non-equilibrium geometry.

Values from the calculation:
SMILES   [H]/B=C/C=C\[NH+](C)C
Largest force on an atom   4.0 eV/A
Total charge   +1
Highest occupied orbital energy   -12.847 eV
E   -276.329634 Ha
Frontier orbital gap   9.6 eV

Cartesian coordinates (Å):
H: 1.46 2.57 -2.45
B: 1.36 2.01 -1.38
C: 1.43 1.62 -0.06
C: 1.06 0.94 1.18
C: 0.23 -0.02 1.47
N: -0.63 -0.83 0.52
C: -1.59 0.06 -0.13
C: 0.25 -1.57 -0.41
H: 2.54 1.86 -0.11
H: 1.69 1.30 2.06
H: 0.17 -0.33 2.45
H: -1.12 -1.47 1.20
H: -1.11 0.29 -1.00
H: -1.73 0.97 0.46
H: -2.54 -0.58 -0.08
H: -0.37 -2.26 -0.96
H: 0.59 -0.91 -1.16
H: 0.95 -2.12 0.13

These are the natural (NBO) partial charges, in e, on atoms 1 to 2: -0.005 0.638



Entry 6:
DFT (ωB97M-V/def2-TZVPD) results for C38H42F11HfN9O3 as an isolated structure in a non-equilibrium geometry.

Values from the calculation:
Largest force on an atom   3.9 eV/A
Total charge   +2
Highest occupied orbital energy   -11.726 eV
E   -3337.836838 Ha
Frontier orbital gap   6.3 eV

Cartesian coordinates (Å):
Hf: 0.13 1.91 -0.27
C: 2.84 1.14 -1.74
N: 2.47 1.90 -0.46
C: 3.00 3.29 -0.51
C: 2.10 4.14 -1.35
N: 0.70 3.75 -1.31
C: -0.29 4.52 -1.76
C: -1.07 4.24 -2.92
F: -0.77 3.29 -3.80
C: -2.24 4.97 -3.19
F: -2.95 4.55 -4.25
C: -2.73 5.94 -2.32
F: -3.98 6.44 -2.43
C: -1.82 6.41 -1.36
F: -2.29 7.30 -0.43
C: -0.60 5.79 -1.14
F: 0.24 6.16 -0.13
C: 3.00 1.21 0.72
C: 2.29 1.73 1.96
N: 0.83 1.68 1.68
C: -0.09 1.36 2.63
C: -0.01 1.60 4.03
F: 1.04 2.33 4.46
C: -0.93 1.09 4.95
F: -0.77 1.35 6.23
C: -2.07 0.37 4.46
F: -3.01 -0.16 5.35
C: -2.15 0.11 3.10
F: -3.10 -0.74 2.57
C: -1.26 0.66 2.22
F: -1.50 0.46 0.86
H: 3.96 1.29 -1.91
H: 2.38 1.64 -2.65
H: 2.58 0.11 -1.62
H: 4.05 3.35 -0.92
H: 2.99 3.74 0.55
H: 2.44 4.20 -2.41
H: 2.24 5.13 -0.95
H: 4.11 1.40 0.79
H: 2.84 0.12 0.52
H: 2.68 2.75 2.19
H: 2.66 1.04 2.75
C: -0.69 -4.67 -4.71
C: -1.44 -4.46 -3.42
N: -0.83 -3.29 -2.65
C: -1.41 -2.09 -2.75
C: -0.99 -0.94 -2.08
C: -1.70 0.35 -2.28
O: -2.74 0.32 -2.92
O: -1.19 1.43 -1.72
C: -0.04 -1.11 -1.08
O: 0.61 -0.12 -0.47
C: 0.43 -2.44 -0.70
C: 1.35 -2.72 0.34
C: 1.71 -4.05 0.60
F: 2.23 -4.39 1.79
C: 1.60 -5.02 -0.42
C: 0.69 -4.78 -1.48
C: 0.09 -3.51 -1.63
N: 2.27 -6.22 -0.29
C: 1.50 -7.45 -0.61
C: 2.37 -8.70 -0.64
N: 3.73 -8.45 -1.19
C: 4.53 -7.36 -0.43
C: 3.56 -6.40 0.38
H: -0.57 -3.75 -5.27
H: -1.25 -5.47 -5.31
H: 0.31 -5.08 -4.49
H: -1.48 -5.31 -2.74
H: -2.43 -4.00 -3.62
H: -2.20 -1.94 -3.46
H: 1.61 -1.94 1.09
H: 0.37 -5.64 -2.17
H: 1.00 -7.33 -1.63
H: 0.77 -7.61 0.19
H: 1.91 -9.42 -1.33
H: 2.37 -9.16 0.36
H: 3.68 -8.22 -2.20
H: 4.30 -9.27 -1.12
H: 5.04 -6.80 -1.24
H: 5.19 -7.89 0.26
H: 4.06 -5.44 0.48
H: 3.44 -6.82 1.43
C: -2.36 4.31 4.00
N: -1.74 4.31 2.69
C: -0.44 4.99 2.57
C: -2.36 3.68 1.63
N: -1.67 3.28 0.55
N: -3.73 3.52 1.71
C: -4.42 2.37 1.21
C: -4.57 4.64 2.14
H: -1.56 4.25 4.74
H: -3.06 3.52 4.11
H: -2.92 5.22 4.24
H: 0.22 4.48 3.32
H: -0.57 6.09 2.76
H: -0.05 4.90 1.54
H: -2.31 3.26 -0.20
H: -4.41 2.26 0.11
H: -5.46 2.36 1.57
H: -3.96 1.47 1.65
H: -3.93 5.53 2.17
H: -5.03 4.42 3.05
H: -5.35 4.75 1.40

These are the Mulliken partial charges, in e, on atoms 1 to 2: 0.096 -0.779



Entry 7:
DFT (ωB97M-V/def2-TZVPD) results for the molecule C27H25NO3 in a non-equilibrium geometry.

Values from the calculation:
SMILES   COc1ccc([C@H](c2cn(C)c3ccccc23)[C@H](C(C)=O)C(=O)c2ccccc2)cc1
Largest force on an atom   3.3 eV/A
Total charge   0
Highest occupied orbital energy   -7.434 eV
E   -1324.277464 Ha
Frontier orbital gap   7.6 eV

Cartesian coordinates (Å):
C: 3.56 -5.38 1.66
O: 4.25 -4.12 1.61
C: 3.49 -3.03 1.29
C: 2.11 -3.14 1.03
C: 1.37 -2.01 0.67
C: 2.01 -0.76 0.61
C: 1.27 0.48 0.20
C: 0.13 0.90 1.01
C: -0.55 0.13 1.95
N: -1.59 0.87 2.44
C: -2.51 0.41 3.45
C: -1.62 2.12 1.81
C: -2.50 3.18 1.92
C: -2.26 4.34 1.18
C: -1.09 4.44 0.41
C: -0.19 3.38 0.30
C: -0.53 2.17 0.91
C: 0.68 0.15 -1.49
C: 2.00 0.42 -2.31
C: 2.74 -0.83 -2.66
O: 2.54 1.50 -2.56
C: -0.34 1.15 -1.96
O: -0.11 2.35 -2.18
C: -1.82 0.73 -2.13
C: -2.26 -0.60 -2.29
C: -3.62 -0.90 -2.55
C: -4.57 0.13 -2.66
C: -4.13 1.47 -2.60
C: -2.78 1.75 -2.38
C: 3.40 -0.66 0.81
C: 4.13 -1.76 1.22
H: 4.31 -6.12 1.95
H: 2.76 -5.34 2.42
H: 3.13 -5.63 0.69
H: 1.61 -4.11 1.08
H: 0.29 -2.08 0.51
H: 1.82 1.30 -0.24
H: -0.28 -0.81 2.41
H: -3.30 1.15 3.60
H: -2.94 -0.54 3.14
H: -1.99 0.25 4.40
H: -3.38 3.06 2.55
H: -2.96 5.17 1.20
H: -0.89 5.37 -0.15
H: 0.75 3.50 -0.23
H: 0.30 -0.89 -1.24
H: 2.13 -1.72 -2.75
H: 3.22 -0.63 -3.61
H: 3.56 -1.06 -1.96
H: -1.55 -1.43 -2.24
H: -3.95 -1.95 -2.62
H: -5.64 -0.10 -2.79
H: -4.85 2.29 -2.70
H: -2.44 2.79 -2.40
H: 3.88 0.34 0.79
H: 5.19 -1.69 1.46

These are the natural (NBO) partial charges, in e, on atoms 1 to 2: -0.255 -0.492



Entry 8:
DFT (ωB97M-V/def2-TZVPD) results for C15H31NO2P2Ti as an isolated structure in a non-equilibrium geometry.

Values from the calculation:
Largest force on an atom   3.1 eV/A
Total charge   +2
Highest occupied orbital energy (spin up / spin down)   -13.317 / -13.327 eV
E   -2326.590554 Ha
Frontier orbital gap (spin up / spin down)   4.0 / 4.0 eV

Cartesian coordinates (Å):
P: -0.17 -1.62 -1.68
P: 0.30 1.86 -1.34
C: -0.39 -0.46 -3.05
C: 0.46 0.88 -2.92
H: -1.47 -0.26 -3.22
H: -0.04 -1.01 -3.96
H: 1.54 0.69 -3.15
H: 0.11 1.52 -3.75
C: -1.36 2.50 -1.76
H: -1.71 3.19 -0.99
H: -2.10 1.71 -1.91
H: -1.28 3.04 -2.71
C: 1.42 3.17 -1.78
H: 1.03 3.63 -2.72
H: 2.42 2.73 -1.98
H: 1.44 3.92 -0.97
C: -1.24 -2.97 -2.17
H: -1.20 -3.79 -1.42
H: -0.85 -3.36 -3.14
H: -2.28 -2.60 -2.30
C: 1.52 -2.22 -2.14
H: 2.24 -1.40 -2.17
H: 1.40 -2.66 -3.14
H: 1.84 -3.01 -1.43
Ti: 0.81 1.07 4.88
C: 0.64 1.65 0.60
C: -0.82 1.49 0.72
C: -1.63 0.33 0.32
C: -1.90 -0.96 1.21
C: -0.78 -1.97 1.23
C: 0.53 -1.92 0.98
C: 1.28 -0.72 0.44
C: 1.64 0.61 1.19
C: 0.85 -1.10 4.86
H: 0.97 2.61 1.02
H: -1.38 2.35 1.16
H: -1.37 -0.01 -0.71
H: -2.62 0.81 0.16
H: -2.23 -0.60 2.18
H: -2.75 -1.47 0.75
H: -1.24 -3.00 1.32
H: 1.22 -2.77 1.26
H: 0.68 -0.30 -0.40
H: 2.21 -1.07 -0.02
H: 1.71 0.41 2.29
H: 2.63 0.98 0.87
H: 1.84 -1.21 5.33
H: 0.78 -1.59 3.89
H: 0.00 -1.35 5.52
O: -2.09 0.98 4.43
N: -0.92 0.91 4.51
O: 0.32 2.40 5.81

These are the natural (NBO) partial charges, in e, on atoms 1 to 2: 1.072 1.463